(a)
Molecular formula: C9H6O3
Method: DFT, wB97M-V/def2-TZVPD

## Properties
Structure (SMILES): O=C=Cc1ccccc1.O=C=O
Orbital gap in eV: 8.8
M in g/mol: 162.144
HOMO energy in eV: -8.393
LUMO level in eV: 0.44

CARTESIAN COORDINATES (ANGSTROEM)
O (-2.314, -2.099, -0.351)
O (-3.067, 2.283, -0.233)
O (-2.236, -0.751, 1.515)
C (1.682, 0.781, 1.248)
C (-2.311, -1.345, 0.529)
C (2.522, -0.140, 0.512)
C (0.361, 0.837, 0.872)
C (0.753, -0.469, -1.106)
C (-1.520, 0.425, -0.765)
C (-2.277, 1.505, -0.594)
C (-0.159, 0.278, -0.299)
C (1.982, -0.796, -0.648)
H (3.520, -0.245, 0.840)
H (2.123, 1.350, 1.990)
H (-0.523, 1.198, 1.392)
H (2.631, -1.551, -1.149)
H (-1.653, -0.139, -1.709)
H (0.487, -1.124, -2.045)

(b)
Molecular formula: C9H6O3
Method: DFT, wB97M-V/def2-TZVPD

## Properties
Structure (SMILES): O=c1ccc2cccc(O)c2o1
Orbital gap in eV: 8.0
M in g/mol: 162.144
HOMO energy in eV: -8.574
LUMO level in eV: -0.53

CARTESIAN COORDINATES (ANGSTROEM)
O (-0.849, 2.747, -0.092)
O (3.506, 1.118, 0.104)
O (1.269, 1.257, -0.234)
C (-1.416, -1.372, -0.072)
C (1.215, -1.500, -0.280)
C (-0.032, -0.825, -0.179)
C (-2.497, -0.626, 0.108)
C (2.313, -0.851, 0.049)
C (-2.287, 0.796, 0.140)
C (2.546, 0.488, 0.061)
C (-1.046, 1.428, -0.183)
C (0.170, 0.584, -0.226)
H (1.309, -2.551, -0.154)
H (-3.353, -1.121, 0.304)
H (-3.102, 1.557, 0.224)
H (-1.214, -2.543, -0.163)
H (3.237, -1.347, 0.545)
H (0.233, 2.761, 0.049)

Tell me which of them is the most stable. Sure, it is (a).

(a)
Molecular formula: C5H30N2O10
Method: DFT, wB97M-V/def2-TZVPD

## Properties
Structure (SMILES): CCN(C)C(=O)CN.O.O.O.O.O.O.O.O.O
Orbital gap in eV: 9.7
M in g/mol: 278.299
HOMO energy in eV: -9.749
LUMO level in eV: -0.03

CARTESIAN COORDINATES (ANGSTROEM)
O (-1.185, -0.597, 3.225)
O (-3.542, -0.572, 2.119)
O (-1.172, -2.293, 0.947)
O (-2.360, -1.316, -1.262)
O (-1.277, 2.620, 2.468)
O (2.355, 2.859, 1.371)
O (-0.594, -1.601, -3.411)
O (3.086, -0.203, -4.165)
O (-0.100, 0.680, 5.207)
O (1.311, 2.568, 3.704)
N (0.434, 0.252, -2.545)
N (0.949, -3.151, -1.654)
C (1.167, 0.912, -1.427)
C (0.340, -1.097, -2.749)
C (-0.783, 1.050, -2.877)
C (1.482, -1.914, -2.284)
C (0.762, 0.629, -0.024)
H (-0.175, 1.240, 0.086)
H (-0.494, 2.139, 2.774)
H (-1.154, 0.717, -3.866)
H (2.224, -2.233, -3.034)
H (1.970, -1.438, -1.437)
H (-0.426, 2.106, -3.128)
H (-0.521, 0.650, 4.321)
H (0.309, -0.188, 5.309)
H (2.512, 0.057, -4.896)
H (-4.271, 0.010, 1.878)
H (-1.323, -3.216, 1.167)
H (1.499, 1.026, 0.706)
H (2.263, 2.576, 2.313)
H (0.623, 3.231, 3.575)
H (0.286, -3.603, -2.269)
H (-1.577, 1.014, -2.136)
H (-1.766, -1.534, -2.049)
H (-1.731, 1.836, 2.116)
H (-1.615, -2.058, 0.077)
H (-2.167, -0.717, 3.242)
H (0.312, -2.912, -0.891)
H (-0.889, -1.139, 2.485)
H (-3.081, -0.675, 1.265)
H (1.031, 1.917, 4.379)
H (2.256, 0.480, -1.495)
H (2.795, 3.706, 1.455)
H (1.193, 1.992, -1.681)
H (2.571, 0.253, -3.488)
H (0.583, -0.390, 0.356)
H (-3.214, -1.558, -1.629)

(b)
Molecular formula: C5H30N2O10
Method: DFT, wB97M-V/def2-TZVPD

## Properties
Structure (SMILES): CCCC(=O)NCN.O.O.O.O.O.O.O.O.O
Orbital gap in eV: 9.5
M in g/mol: 278.299
HOMO energy in eV: -9.454
LUMO level in eV: 0.06

CARTESIAN COORDINATES (ANGSTROEM)
O (0.830, -3.193, -1.019)
O (0.621, -0.671, -0.400)
O (2.694, -1.793, -2.203)
O (0.172, 1.199, -2.195)
O (0.112, 3.017, -0.244)
O (-1.695, -1.493, -1.825)
O (-4.107, 0.815, -0.902)
O (-0.844, 2.388, 2.641)
O (-4.016, 1.085, 1.761)
O (-2.317, 1.038, -3.180)
N (-2.126, -1.199, 1.338)
N (0.166, -0.467, 1.762)
C (1.936, 0.967, 0.821)
C (3.824, -0.807, 0.841)
C (0.894, -0.101, 0.690)
C (-0.821, -1.562, 1.803)
C (3.134, 0.338, 1.558)
H (-2.146, 0.380, -3.872)
H (1.744, 1.920, 1.265)
H (-0.796, -1.837, 2.856)
H (-4.037, 0.843, 0.786)
H (3.701, -0.735, -0.264)
H (-3.306, 1.282, -1.184)
H (3.281, -1.736, 1.014)
H (2.145, 1.224, -0.237)
H (-2.422, -0.322, 1.734)
H (0.552, -2.452, -0.416)
H (0.874, 2.918, -0.826)
H (1.127, 1.375, -2.207)
H (-1.341, -2.229, -2.336)
H (2.823, 0.047, 2.595)
H (0.315, 0.352, -1.641)
H (-0.762, 2.556, 1.689)
H (4.873, -0.903, 1.030)
H (-0.883, -1.052, -1.520)
H (-3.777, -0.063, -1.160)
H (-0.378, -2.391, 1.237)
H (2.009, -2.069, -2.829)
H (3.855, 1.155, 1.683)
H (-2.228, -1.215, 0.333)
H (0.215, -3.943, -0.932)
H (0.187, 0.181, 2.547)
H (-0.357, 3.139, 2.996)
H (-0.717, 3.097, -0.723)
H (2.482, -2.338, -1.420)
H (-4.119, 2.022, 1.550)
H (-1.368, 1.232, -2.995)

Tell me which of them is the most stable. Sure, it is (b).